Model P:
{
  "formula": "C51H51N3O2Y",
  "method": "ωB97M-V/def2-TZVPD",
  "elements": ["H", "H", "O", "H", "C", "H", "C", "H", "C", "H", "C", "C", "H", "H", "H", "C", "C", "H", "C", "C", "H", "H", "C", "C", "C", "C", "H", "C", "H", "H", "H", "C", "H", "C", "H", "N", "C", "C", "H", "C", "H", "C", "C", "H", "H", "C", "H", "H", "C", "H", "C", "Y", "C", "C", "C", "H", "H", "H", "C", "C", "H", "C", "C", "H", "H", "C", "H", "C", "H", "H", "H", "C", "H", "C", "C", "C", "C", "C", "O", "H", "H", "H", "C", "H", "C", "H", "N", "C", "C", "C", "H", "H", "C", "C", "H", "H", "H", "H", "N", "C", "C", "H", "H", "C", "H", "C", "C", "H"],
  "positions_angstrom": [[-6.68718, -0.11106, 0.61530], [-2.91138, -5.88629, 1.85251], [1.12561, 2.03324, 0.00040], [4.61589, 1.13538, -4.36407], [-2.50252, -0.29778, 0.67803], [4.56731, -3.60055, 4.37038], [-2.93882, -2.72767, 0.28699], [-0.71648, -5.10056, -0.54840], [-6.60607, 0.26816, 1.63178], [-1.80818, 3.01788, -2.11150], [3.32656, -4.11268, 0.76802], [4.05136, -0.26685, -2.83889], [3.16290, 1.03347, 1.33005], [-6.26119, -0.52591, 2.29095], [-3.96193, -2.58716, 0.58392], [4.18099, 0.72294, 1.08333], [-0.33416, -3.03131, -0.28915], [-2.43980, -6.05953, -1.86485], [-6.22991, 2.55777, 0.73577], [1.77747, 4.79567, -2.36435], [-4.10568, -6.58071, -1.63856], [0.72680, -3.14948, -0.45564], [3.18572, -1.86645, -1.09362], [0.83766, 2.82252, -1.09700], [2.01418, 3.69712, -1.54544], [2.65805, 1.52176, -3.57162], [-4.98151, -4.49011, 1.24826], [-3.43149, -5.73200, -1.56831], [-0.36282, 1.26600, -2.11058], [-1.13589, 2.54218, 1.50514], [-3.45367, 3.13511, 1.97802], [3.23641, -1.54834, 0.45057], [-6.82403, 2.19144, 3.42735], [-1.56902, 3.74063, -1.34677], [-5.34280, 1.33701, 3.84970], [-0.75996, -1.79364, -0.03886], [0.48754, 1.92400, -2.35548], [4.37032, 4.16953, -1.63345], [4.31424, -5.88607, 3.46909], [-1.02999, 5.61532, 0.61891], [3.49693, 2.53698, -0.54890], [-3.44829, -5.19357, -0.13056], [5.24246, 1.60796, 1.20644], [-5.49300, -5.75431, 0.14259], [2.32712, -2.51166, -1.28865], [-4.89575, -4.85005, 0.22579], [-2.98936, 6.37949, 0.21795], [7.34889, 1.89737, 0.96834], [-2.95681, -6.27625, 0.83848], [-3.76770, -4.96863, -2.26668], [4.07706, -5.03098, 2.85697], [0.75084, 0.11660, 0.12642], [5.70142, -0.98911, 0.38095], [-2.25916, 5.62210, -0.02187], [-3.24193, 2.14801, 1.60235], [7.75754, -0.42757, 0.25545], [-3.64617, -7.11538, 0.82525], [0.77070, 5.05604, -2.65618], [3.59942, -5.20709, 1.57205], [-2.05884, -1.64757, 0.27707], [-4.59113, -0.76770, 0.68399], [-2.53181, 4.67034, -0.98604], [-1.15277, -4.14137, -0.32389], [5.89297, -2.01345, 0.09874], [5.06244, 2.61532, 1.55141], [-0.31613, 3.76276, -0.75112], [-5.27298, 2.99715, 3.25008], [4.12915, 5.25134, -2.46046], [-5.66933, 3.48443, 0.81533], [3.42873, -6.20327, 1.19237], [-0.81524, 6.34110, 1.38751], [-1.92476, 1.81771, 1.33828], [4.07334, -1.65829, 2.94333], [2.82932, 5.56866, -2.81651], [4.40052, -0.57408, 0.64516], [3.95682, -2.65815, 2.55590], [-0.06827, 4.69265, 0.25508], [3.53795, -2.82570, 1.24062], [2.03289, -1.06501, 0.92996], [4.94881, 5.85079, -2.82312], [-6.16336, 2.19484, -0.28729], [-7.60456, 0.55306, 1.95254], [6.75496, -0.10147, 0.48469], [2.96948, -4.29285, -0.23491], [1.70356, 1.11100, -2.64741], [-5.31098, -4.11457, -0.45990], [-1.54144, 0.62136, 0.88850], [3.04860, -0.65351, -1.95589], [-2.51499, -4.00629, -0.05427], [3.31666, 3.39119, -1.18338], [-3.49412, 4.66091, -1.47777], [2.63302, 6.42533, -3.44215], [-3.84767, -0.02106, 0.89391], [-4.25423, 1.21100, 1.39259], [-1.97353, -6.64334, 0.56215], [0.22273, 2.56484, -3.19474], [5.37876, 3.92797, -1.33040], [4.10122, -2.39422, -1.35093], [1.89314, 0.03181, -1.86782], [-5.70319, 1.50388, 1.71826], [-5.78374, 2.04479, 3.15177], [-7.27358, 2.76502, 0.95570], [4.96451, -0.83810, -2.88646], [4.23519, -3.74949, 3.35512], [2.46050, 2.37964, -4.19193], [6.52622, 1.20403, 0.88496], [3.85164, 0.82716, -3.66466], [0.89475, 4.68645, 0.74192]],
  "multiplicity": 1,
  "homo_energy_ha": -0.3964,
  "charge": 1,
  "lumo_ev": -2.98,
  "homo_lumo_gap_ev": 7.81
}

Model Q:
{
  "formula": "C51H51N3O2Y",
  "method": "ωB97M-V/def2-TZVPD",
  "elements": ["H", "C", "C", "C", "C", "C", "C", "C", "H", "C", "H", "H", "C", "C", "H", "H", "H", "H", "C", "C", "H", "C", "H", "C", "C", "H", "C", "C", "C", "H", "H", "H", "H", "H", "H", "C", "H", "C", "C", "H", "H", "H", "C", "C", "O", "H", "H", "H", "H", "C", "H", "H", "C", "H", "C", "N", "H", "C", "C", "C", "C", "H", "Y", "C", "H", "C", "H", "H", "H", "C", "C", "H", "C", "C", "C", "O", "C", "C", "H", "C", "C", "H", "H", "H", "H", "H", "H", "C", "H", "H", "H", "N", "H", "C", "H", "C", "C", "C", "C", "C", "H", "C", "C", "N", "H", "C", "H", "H"],
  "positions_angstrom": [[0.50956, 0.05625, -5.71351], [0.24153, -2.23583, 1.35523], [-0.31188, 5.36480, -1.28209], [0.93101, 0.91871, -5.21203], [1.43430, 3.26158, -5.15761], [0.25301, -0.60903, 6.18985], [-4.46037, 3.79465, -3.42906], [-0.99878, 0.05435, 6.78219], [-1.00327, -5.78361, 2.81407], [1.50686, 0.03720, 6.79604], [-4.91676, 2.81513, -1.58389], [-0.64714, -2.60505, 6.15623], [-1.36784, 4.58737, -0.83604], [6.42978, 1.88848, -2.87507], [2.87743, 2.54981, -0.00599], [4.07179, -0.51478, -1.00402], [-2.38634, 4.95163, -0.83128], [-1.89306, 1.78845, 0.89728], [1.52601, -6.32537, 1.85632], [-0.98024, -6.34564, 1.87747], [-6.59698, -2.04445, 0.26734], [0.23173, -4.10183, -0.64710], [0.23692, -2.20590, 7.62256], [0.26330, -6.02930, 1.03656], [-3.54943, 3.94281, -4.47032], [0.19414, -2.37280, -1.91377], [0.24119, -2.09378, 6.53730], [-4.32965, -0.40767, -1.64409], [4.73452, 0.16056, -1.52562], [1.40221, 4.24191, -5.61662], [-1.02787, -0.11509, 7.86050], [-3.88523, 1.06091, 1.37647], [1.52349, 1.11686, 6.63671], [1.54874, -7.38681, 2.11246], [-0.49587, 6.37814, -1.61944], [2.57823, 2.89364, -0.99844], [1.55731, -5.76171, 2.79169], [1.52741, 0.76665, -3.96865], [2.02874, 3.10121, -3.91161], [6.47518, -1.05685, -1.21779], [4.71031, 3.09654, -3.21161], [3.29540, 3.66216, -1.28803], [-1.10218, 3.29928, -0.41713], [0.25223, -3.57544, 1.67322], [-1.53719, 0.51706, -1.41545], [7.08672, 2.56375, -3.40884], [-3.08251, 2.92665, 0.31099], [0.41337, 2.29220, -6.78185], [-3.95735, -0.37084, -2.66216], [0.24992, -1.13561, 2.39488], [-1.16909, 1.78643, -3.39957], [0.22610, -4.78665, -1.48168], [0.97341, 4.84539, -1.32635], [0.23833, -2.43266, 4.09287], [0.24866, -1.40877, 3.75183], [0.22508, -1.83380, 0.07629], [2.42202, -0.38278, 6.37273], [0.26072, -6.92941, -0.19706], [2.07500, 1.85596, -3.29316], [-5.32718, -1.30250, -1.30473], [4.21702, 1.32550, -2.07704], [1.80484, 5.43449, -1.68924], [0.24022, 0.48333, -0.50157], [2.72701, 1.64045, -1.92474], [1.52225, -0.13580, 7.87402], [0.27603, 0.92806, 4.18485], [1.12457, -2.61765, 6.16196], [7.99255, 0.47985, -2.42369], [-5.73768, -1.96371, -2.05822], [-4.27308, 0.40212, 0.60938], [-2.36987, 3.21395, -4.44945], [0.26372, -3.88779, 2.70833], [0.87820, 2.17079, -5.81140], [-3.78927, 0.45528, -0.68977], [6.08855, -0.14163, -1.64973], [2.07110, 0.57026, -1.28272], [1.19469, 3.54620, -0.91066], [0.24902, -4.54688, 0.66730], [0.28939, 1.78369, 4.84549], [0.21713, -2.74344, -0.89466], [-2.99594, 2.20383, -2.34603], [-5.39191, 4.34687, -3.44599], [-0.99961, 1.13364, 6.61907], [-3.76470, 4.61204, -5.29417], [1.58528, -0.21556, -3.51931], [-5.65606, -0.52403, 1.97397], [-1.91457, -0.35546, 6.35002], [-4.18509, 2.93042, -2.37853], [-0.98191, -7.40776, 2.13189], [1.14060, -6.77634, -0.82675], [2.43335, -6.09644, 1.29309], [0.15926, 2.82091, -0.43541], [0.27243, -7.96981, 0.13196], [-2.63742, 1.34836, -1.13149], [0.28697, 2.13419, 2.41289], [6.94105, 0.71794, -2.32377], [5.08156, 2.18593, -2.75226], [0.27437, 1.13254, 2.82771], [0.25955, -0.37524, 4.68039], [-2.21156, 2.34471, 0.00828], [-1.90059, -6.12903, 1.33077], [-5.28265, -0.49811, 0.95777], [-2.09336, 2.34982, -3.39276], [0.25838, 0.12800, 1.94365], [-0.63167, -6.79170, -0.81243], [-5.80884, -1.35020, 0.00334], [-1.65481, 3.31040, -5.25723], [2.45614, 3.97053, -3.42455]],
  "multiplicity": 1,
  "homo_energy_ha": -0.3943,
  "charge": 1,
  "lumo_ev": -3.01,
  "homo_lumo_gap_ev": 7.72
}

model Q (51.3 kJ/mol below the next structure)

Model P:
{
  "formula": "C5H16N2O2",
  "method": "ωB97M-V/def2-TZVPD",
  "elements": ["C", "N", "H", "H", "H", "H", "H", "H", "H", "C", "C", "H", "H", "H", "H", "N", "H", "C", "H", "H", "O", "C", "O", "H", "H"],
  "positions_angstrom": [[-0.20851, -2.04443, -0.52242], [-0.37004, 2.58267, -0.38269], [-0.02578, -0.12723, -2.09122], [-0.87934, 3.45330, -0.46598], [-0.75055, -2.38681, -1.40689], [-2.16187, 0.53964, 0.45175], [0.43019, -0.01757, -0.09184], [-0.53302, 2.65667, 1.66600], [1.56910, 0.12687, -1.25906], [0.38306, 0.80355, 1.08197], [0.89442, -2.94930, -0.04004], [1.25474, -1.31170, -2.04457], [1.54007, -2.42164, 0.66428], [-2.72673, 2.02343, 0.92367], [-0.40925, -0.77058, 0.92049], [-1.99758, 1.33464, 1.05997], [-0.62460, 1.99850, -1.17219], [0.73770, -0.56300, -1.44727], [0.33672, 0.44064, 2.11368], [0.45524, -3.80407, 0.48386], [1.67857, 1.34014, 0.90721], [-0.67448, 1.89798, 0.88779], [-0.99114, -1.50440, 0.40865], [1.57554, 2.02348, 0.22304], [1.49756, -3.32078, -0.86817]],
  "multiplicity": 1,
  "homo_energy_ha": -0.3105,
  "lumo_ev": 0.92,
  "homo_lumo_gap_ev": 9.37
}

Model Q:
{
  "formula": "C5H16N2O2",
  "method": "ωB97M-V/def2-TZVPD",
  "elements": ["H", "C", "O", "H", "H", "H", "H", "H", "H", "H", "H", "H", "H", "C", "H", "N", "N", "H", "H", "C", "C", "O", "H", "H", "C"],
  "positions_angstrom": [[-2.08589, -0.27403, -2.17827], [1.36851, 0.41293, 0.69803], [0.83654, 0.13855, -3.09589], [3.30127, -0.22834, 0.01993], [-0.77965, 0.97220, 0.81339], [1.18669, 0.34078, -2.21766], [0.05263, 0.69528, -2.99440], [-0.33007, -1.34200, -0.71768], [1.40043, 1.24534, -0.03763], [2.04110, -1.29964, -0.29961], [0.03627, -1.85315, 1.80859], [-0.91448, -0.57690, 2.68587], [-2.16986, 1.68852, 0.07509], [-0.62361, -0.97673, 1.71542], [2.71623, -1.26004, 1.34356], [-0.52311, -0.33116, -0.69824], [-2.25655, 1.41493, -0.88467], [-2.68036, -0.57383, -0.44684], [0.94149, 0.67072, 2.58903], [-0.14791, 0.11301, 0.68190], [2.41699, -0.64058, 0.51965], [1.53153, 1.12924, 1.98311], [-1.77626, 2.01138, -1.52419], [-1.55726, -1.44757, 1.25319], [-1.98467, -0.02889, -1.09167]],
  "smiles": "C[C@H](O)[C@H](C)NCN.O",
  "multiplicity": 1,
  "homo_energy_ha": -0.3371,
  "lumo_ev": 0.68,
  "homo_lumo_gap_ev": 9.86
}

model Q (254.2 kJ/mol below the next structure)

Model P:
{
  "formula": "C4H14N2Si",
  "method": "ωB97M-V/def2-TZVPD",
  "elements": ["H", "H", "H", "N", "C", "C", "H", "H", "H", "H", "C", "Si", "H", "N", "H", "H", "H", "H", "H", "C", "H"],
  "positions_angstrom": [[-2.82379, 1.59952, 0.94166], [-0.90796, -1.04841, -1.87990], [0.94234, -2.12729, 0.84933], [-2.11535, 1.31223, 0.33441], [1.03943, 1.25446, 0.86424], [0.99986, -0.05402, -1.30049], [2.41319, -1.25526, 0.52783], [1.33451, -1.00171, 2.01301], [1.98672, 0.35745, -1.46172], [-2.54809, 1.65733, -0.60146], [1.34497, -1.16388, 0.90102], [-1.26990, -0.19905, 0.17353], [-1.62744, -1.41078, 1.75582], [-1.74255, -0.79214, -1.40528], [-2.52639, -1.37544, -1.49316], [0.57234, 2.05711, 0.35682], [2.11683, 1.46567, 0.96945], [0.91330, -1.02589, -1.76806], [0.89078, 1.19687, 1.89896], [0.63850, -0.04216, 0.17372], [0.36871, 0.59540, -1.84975]],
  "multiplicity": 1,
  "homo_energy_ha": -0.3293,
  "lumo_ev": 0.85,
  "homo_lumo_gap_ev": 9.81
}

Model Q:
{
  "formula": "C4H14N2Si",
  "method": "ωB97M-V/def2-TZVPD",
  "elements": ["H", "N", "H", "H", "C", "C", "H", "H", "H", "H", "H", "H", "N", "Si", "H", "H", "H", "H", "C", "H", "C"],
  "positions_angstrom": [[0.94428, 1.82356, 0.63332], [-2.28794, 1.08929, -0.77266], [-2.37831, 0.54332, -1.65590], [1.31511, -0.14662, 2.04808], [1.15772, 1.47020, -0.34629], [0.56729, 0.06781, -0.07466], [1.94905, -1.08590, -1.27360], [0.78966, -0.15361, -2.00980], [-1.23993, 1.11901, 1.93680], [2.32235, 1.46805, -0.47103], [2.28552, -0.73265, 0.75960], [-2.88363, -1.68081, 0.90063], [-1.95335, -1.45315, 0.52953], [-1.32705, 0.15371, 0.31405], [0.71854, 2.11697, -1.08156], [-1.25831, -2.13188, 0.90082], [-2.31390, 2.10986, -0.86358], [0.27845, -1.76710, -1.48078], [0.87547, -0.82475, -1.25182], [0.90870, -1.61102, 1.10444], [1.33427, -0.61441, 1.07936]],
  "multiplicity": 1,
  "homo_energy_ha": -0.3300,
  "lumo_ev": 0.78,
  "homo_lumo_gap_ev": 9.76
}

model Q (28.3 kJ/mol below the next structure)

Model P:
{
  "formula": "C2H2O2S",
  "method": "ωB97M-V/def2-TZVPD",
  "elements": ["C", "H", "O", "C", "O", "S", "H"],
  "positions_angstrom": [[1.39586, 0.18358, 0.18134], [-0.45058, -1.73956, 0.19222], [1.75851, -0.90806, -0.16598], [-0.04658, 0.65230, 0.01273], [-0.40630, 1.78366, -0.09633], [-1.28249, -0.70333, 0.01745], [2.05703, 0.97280, 0.46259]],
  "smiles": "O=CC(=O)S",
  "multiplicity": 1,
  "homo_energy_ha": -0.3753,
  "lumo_ev": -0.92,
  "homo_lumo_gap_ev": 9.30
}

Model Q:
{
  "formula": "C2H2O2S",
  "method": "ωB97M-V/def2-TZVPD",
  "elements": ["O", "C", "H", "C", "H", "O", "S"],
  "positions_angstrom": [[-2.74160, 1.42109, -0.38272], [0.45342, -0.65611, -0.07404], [2.26992, -0.01838, -0.70026], [1.54988, -0.03319, 0.07549], [1.71274, 0.33885, 1.01824], [-0.52917, -1.24464, -0.28854], [-2.71518, 0.19238, 0.35184]],
  "smiles": "C=C=O.O=S",
  "multiplicity": 1,
  "homo_energy_ha": [-0.3180, -0.3178],
  "lumo_ev": [-0.95, -0.95],
  "homo_lumo_gap_ev": [7.70, 7.69]
}

model P (238.0 kJ/mol below the next structure)